1.
Computed, not measured: C34H49ClMoO2P4 as an isolated structure in a non-equilibrium geometry, with ωB97M-V/def2-TZVPD.

Cartesian coordinates (Å):
P  -0.9241  4.5745  -3.7869
C  -2.3738  3.7174  -4.1977
C  -3.3394  4.7510  -4.2013
H  -3.0973  5.6846  -3.6780
C  -4.4673  4.6435  -5.0002
H  -5.1133  5.5063  -5.1033
C  -4.7139  3.4543  -5.6883
H  -5.5834  3.3908  -6.3421
C  -3.8339  2.3727  -5.5536
H  -4.0501  1.4655  -6.1025
C  -2.6505  2.4641  -4.7981
H  -1.9727  1.6084  -4.6634
C  -0.8738  5.2518  -2.1809
C  -1.7929  5.1389  -1.0972
H  -2.4872  4.2888  -1.0509
C  -1.7805  6.1394  -0.1066
H  -2.5348  6.1318  0.6936
C  -0.8809  7.2186  -0.1933
H  -0.9573  8.0556  0.5060
C  0.0930  7.2644  -1.2112
H  0.7545  8.1303  -1.3277
C  0.1501  6.2332  -2.1312
H  0.8898  6.2341  -2.9505
C  0.5522  3.9492  -4.5173
C  0.4151  4.6766  -5.7176
H  -0.5207  5.2553  -5.8544
C  1.4412  4.7497  -6.6493
H  1.3170  5.3856  -7.5218
C  2.6028  4.0002  -6.4071
H  3.4212  4.0526  -7.1311
C  2.7329  3.1993  -5.2643
H  3.6479  2.6251  -5.1001
C  1.7058  3.1616  -4.2869
H  1.7829  2.5186  -3.4018
Mo  -0.0774  -0.1144  -0.1013
C  1.2915  1.0210  1.1765
C  1.5687  2.3216  0.9219
H  1.7757  0.5612  2.0334
C  0.9539  2.9426  -0.3424
O  2.0555  3.5053  -1.1451
H  1.6508  3.8760  -1.9595
C  0.2455  1.7822  -0.8647
H  0.2343  3.7538  -0.1248
C  -0.4397  0.9026  -1.6301
Cl  -1.5974  -1.5658  -1.4095
P  1.7797  -1.2129  -1.1854
P  -1.9800  0.5340  1.3767
C  1.5081  -2.9661  -1.6126
H  0.5534  -3.0523  -2.1410
H  1.4600  -3.5727  -0.7026
H  2.3326  -3.3130  -2.2446
C  2.1624  -0.4591  -2.8186
H  2.7175  0.4767  -2.6689
H  1.2222  -0.2475  -3.3494
H  2.7694  -1.1556  -3.4198
C  3.3751  -1.1449  -0.3283
H  3.2531  -1.5062  0.6967
H  3.7161  -0.1063  -0.2880
H  4.1215  -1.7555  -0.8489
C  -2.9664  -0.8063  2.0941
H  -2.4037  -1.2779  2.9081
H  -3.1720  -1.5552  1.3197
H  -3.9116  -0.4055  2.4846
C  -1.5983  1.6233  2.7944
H  -1.1880  2.5782  2.4421
H  -0.8380  1.1375  3.4167
H  -2.4959  1.8195  3.3995
C  -3.2210  1.5301  0.4374
H  -3.3500  1.0842  -0.5612
H  -2.8784  2.5708  0.3412
H  -4.1863  1.5067  0.9735
P  2.6664  3.4340  1.8586
C  2.9622  2.6356  3.4216
C  1.7910  4.9892  2.0513
H  3.4607  1.6700  3.2847
H  2.0223  2.4612  3.9560
H  3.5952  3.2982  4.0172
H  1.6075  5.4593  1.0731
H  2.4063  5.6531  2.6772
H  0.8192  4.8136  2.5371
C  4.1920  3.6434  0.9551
H  4.6283  2.6590  0.7304
H  4.8841  4.2317  1.5700
H  3.9780  4.1435  0.0037
H  -1.0422  1.1683  -2.4824
C  -0.5417  -2.9918  1.1578
C  0.2786  -1.8165  1.4746
O  1.0411  -1.7031  2.4267
H  -1.3424  -3.1405  1.8987
H  0.0890  -3.8756  0.9924
H  -1.0888  -2.8535  0.2051

Computed properties:
ΔE to the lowest compared entry with this formula, charge and spin: 111.1 kJ/mol
Max |F|: 5.5 eV/Å
⟨S²⟩: 2.0279
LUMO (spin up / spin down): -5.207 / -7.531 eV
Multiplicity: 3
Net charge: +2

=====

2.
Computed, not measured: C34H49LaN10O3S2 as an isolated structure in a non-equilibrium geometry, with ωB97M-V/def2-TZVPD.

Cartesian coordinates (Å):
La  -0.1273  0.0195  0.3659
N  -2.9931  -3.8654  0.3962
C  -2.2707  -2.7220  0.2313
S  -1.7606  -1.9295  1.6954
N  -2.0993  -2.4124  -1.0378
N  -1.3340  -1.3213  -1.3321
C  -1.2967  -0.9852  -2.5700
C  -1.9219  -1.7810  -3.6641
C  -1.5768  -3.1174  -3.8564
C  -2.1400  -3.8398  -4.8967
C  -3.0658  -3.2441  -5.7457
C  -3.4125  -1.9136  -5.5616
C  -2.8312  -1.1853  -4.5323
C  -0.5720  0.2785  -2.9296
C  -0.1666  0.5303  -4.2315
C  0.4326  1.7433  -4.5369
C  0.6119  2.6819  -3.5391
C  0.2303  2.3355  -2.2550
N  -0.3357  1.1681  -1.9552
H  -3.4085  -4.0218  1.2973
H  -3.4773  -4.2073  -0.4181
H  -0.8639  -3.5809  -3.1883
H  -1.8600  -4.8759  -5.0403
H  -3.5088  -3.8135  -6.5531
H  -4.1305  -1.4405  -6.2199
H  -3.0976  -0.1423  -4.3964
H  -0.3177  -0.2200  -4.9944
H  0.7579  1.9472  -5.5488
H  1.0665  3.6427  -3.7340
H  0.3953  3.0130  -1.4236
C  1.8040  3.9497  3.2717
N  0.4742  3.4819  3.6441
C  0.0000  3.7741  4.9954
C  -0.2456  2.7385  2.7994
O  0.1336  2.4357  1.6635
C  -1.5807  2.2060  3.3158
O  -2.2803  1.5803  2.2724
C  -3.0137  2.4814  1.4848
C  -3.3155  1.8006  0.1606
O  -2.6713  0.8178  -0.1731
N  -4.2778  2.3452  -0.6101
C  -5.0393  3.5168  -0.2016
C  -4.6161  1.7221  -1.8816
H  2.5570  3.4782  3.9049
H  1.8615  5.0317  3.3960
H  2.0006  3.6860  2.2393
H  0.8154  4.2373  5.5441
H  -0.2837  2.8622  5.5201
H  -0.8410  4.4706  4.9876
H  -2.1692  3.0023  3.7811
H  -1.3727  1.4526  4.0822
H  -2.4357  3.3915  1.2715
H  -3.9341  2.7751  1.9990
H  -4.3959  4.2837  0.2276
H  -5.8262  3.2711  0.5152
H  -5.5092  3.9422  -1.0854
H  -4.0026  0.8357  -2.0127
H  -4.4333  2.4170  -2.7038
H  -5.6684  1.4329  -1.8907
N  1.2293  -0.3414  3.0198
N  0.6765  -1.4295  3.7306
C  0.0939  -1.2694  4.9136
N  -0.6963  -2.3067  5.2919
S  0.3087  0.1016  5.8819
H  2.1487  -0.6217  2.6832
H  1.3412  0.3992  3.7153
H  0.3428  -2.1622  3.1129
H  -1.0838  -2.9118  4.5826
H  -1.2373  -2.1623  6.1259
C  1.5594  -3.7459  1.1240
C  2.3694  -3.6450  -0.1723
C  1.4595  -3.4903  -1.3935
C  3.4618  -2.5877  -0.1157
C  4.7726  -3.0524  -0.1404
C  5.8716  -2.2066  -0.1219
C  5.6170  -0.8437  -0.1055
C  4.3273  -0.3247  -0.0778
C  4.2053  1.1897  -0.1199
C  3.6540  1.8050  1.1686
C  3.4233  1.6662  -1.3452
C  3.1759  -1.1833  -0.0324
N  1.9091  -0.6985  0.1207
H  0.8252  -4.5570  1.0756
H  1.0253  -2.8110  1.2909
H  2.2216  -3.9294  1.9748
H  2.8867  -4.6018  -0.2905
H  0.9746  -2.5141  -1.3787
H  0.6908  -4.2720  -1.4053
H  2.0428  -3.5660  -2.3148
H  4.9336  -4.1267  -0.1801
H  6.8827  -2.5929  -0.1312
H  6.4525  -0.1477  -0.1212
H  5.2259  1.5696  -0.2270
H  2.6199  1.4978  1.3281
H  3.6980  2.8999  1.1177
H  4.2465  1.4843  2.0307
H  2.4294  1.2182  -1.3310
H  3.9210  1.3495  -2.2648
H  3.3335  2.7598  -1.3616

Computed properties:
ΔE to the lowest compared entry with this formula, charge and spin: 5.2 kJ/mol
Max |F|: 2.7 eV/Å
LUMO: -0.178 eV
Net charge: 0

=====

3.
Computed, not measured: a 5-piece molecular cluster, C34H49O3PSSi overall in a non-equilibrium geometry, with ωB97M-V/def2-TZVPD.

Cartesian coordinates (Å):
C  0.9099  -4.1667  2.9562
C  -0.4339  -4.4086  2.0285
C  -0.1699  -3.9567  0.4753
C  -1.0972  -2.7138  -0.0571
C  -2.7341  -2.9995  0.0646
Si  -0.5809  -0.9768  0.6603
C  1.3393  -0.8759  0.8030
C  1.9151  -0.7246  2.3304
C  3.5398  -0.9435  2.4804
C  4.3434  -1.0877  1.0531
O  4.3472  0.1425  0.2471
C  4.2885  -0.1294  -1.1970
P  -1.6809  -0.3855  2.4661
O  -1.4267  1.3325  2.8349
O  -3.4004  -0.5258  2.0993
S  -1.3355  -1.4754  4.0400
H  0.6885  -3.5430  3.9218
H  1.7883  -3.6120  2.3806
H  1.3839  -5.1963  3.3268
H  -0.6524  -5.5809  2.0876
H  -1.3944  -3.8862  2.4475
H  -0.4477  -4.8959  -0.2073
H  0.9826  -3.7987  0.3496
H  -0.8953  -2.6314  -1.2308
H  -3.0483  -3.4769  1.0867
H  -3.2785  -1.9612  -0.1475
H  -2.9829  -3.7098  -0.8622
H  -0.9622  -0.0001  -0.3924
H  1.7779  -1.7754  0.1933
H  1.6852  0.1064  0.2199
H  1.7057  0.4052  2.6532
H  1.4050  -1.4189  3.1231
H  4.0663  -0.1525  3.1915
H  3.6752  -1.9899  3.0382
H  3.9179  -2.0358  0.5156
H  5.4729  -1.3333  1.3306
H  5.2701  0.3202  -1.7006
H  3.3039  0.3793  -1.6280
H  4.2659  -1.2614  -1.4918
H  -2.1273  1.8233  2.2754
H  -3.7536  -1.4156  2.4197
C  -5.2566  2.9875  2.0603
C  -6.3395  3.8251  1.7948
C  -7.4345  3.3445  1.0774
C  -7.4509  2.0219  0.6336
C  -6.3696  1.1831  0.9024
C  -5.2705  1.6665  1.6118
H  -4.4018  3.3634  2.6165
H  -6.3296  4.8537  2.1466
H  -8.2752  3.9993  0.8649
H  -8.3063  1.6457  0.0787
H  -6.3832  0.1520  0.5578
H  -4.4259  1.0144  1.8162
C  7.3041  -2.9635  3.6111
C  8.6497  -2.6790  3.8417
C  9.6396  -3.3850  3.1588
C  9.2832  -4.3698  2.2370
C  7.9375  -4.6517  2.0036
C  6.9478  -3.9520  2.6935
H  6.5330  -2.4154  4.1461
H  8.9272  -1.9069  4.5550
H  10.6881  -3.1678  3.3437
H  10.0544  -4.9168  1.7011
H  7.6599  -5.4180  1.2840
H  5.8996  -4.1757  2.5155
C  -6.6376  7.1245  -2.9406
C  -6.8445  6.1900  -1.9263
C  -7.2177  4.8847  -2.2452
C  -7.3745  4.5110  -3.5802
C  -7.1640  5.4446  -4.5946
C  -6.7999  6.7524  -4.2753
H  -6.3501  8.1426  -2.6915
H  -6.7156  6.4795  -0.8864
H  -7.3853  4.1586  -1.4544
H  -7.6606  3.4925  -3.8291
H  -7.2847  5.1527  -5.6350
H  -6.6413  7.4809  -5.0656
C  3.4799  2.3176  -5.9541
C  3.9247  1.1591  -5.3178
C  3.0403  0.3993  -4.5527
C  1.7073  0.7931  -4.4320
C  1.2617  1.9496  -5.0713
C  2.1483  2.7145  -5.8288
H  4.1703  2.9113  -6.5474
H  4.9618  0.8486  -5.4176
H  3.3888  -0.4997  -4.0516
H  1.0168  0.1985  -3.8398
H  0.2224  2.2555  -4.9784
H  1.8021  3.6184  -6.3222

Computed properties:
SMILES string: CCC[C@@H](C)[Si@H](CCCCOC)P(O)(O)=S.c1ccccc1.c1ccccc1.c1ccccc1.c1ccccc1
ΔE to the lowest compared entry with this formula, charge and spin: 523.3 kJ/mol
Max |F|: 4.1 eV/Å
LUMO: 0.351 eV
Net charge: 0